No. 1
DFT (ωB97M-V with the def2-TZVPD basis set) results for a cluster of 9 separate species, C34H69F3NO9S8 in total.

Summary:
HOMO energy = -0.3727 hartree
Net charge = +1
E_tot = -5553.507454 hartree
Kohn-Sham gap = 7.3 eV
LUMO level = -2.9 eV

```
124
Properties=species:S:1:pos:R:3:forces:R:3
F -0.69412 -3.80206 -2.38057 0.0 0.2 -0.3
C -1.08149 -3.10606 -3.48067 -0.3 0.0 0.0
F -2.43401 -3.16693 -3.54154 0.6 -0.3 0.0
F -0.57084 -3.74954 -4.55163 -0.2 0.1 0.3
C -0.67288 -1.64853 -3.44038 0.0 0.1 -0.2
O 0.71507 -1.44422 -3.51229 0.0 -0.3 -0.1
C 1.39920 -1.73119 -2.31471 -0.2 0.1 0.2
C 2.30945 -0.56112 -1.95014 0.2 0.1 0.2
C 2.81388 -0.79124 -0.55557 0.1 0.0 0.2
C 3.88471 -1.66817 -0.34879 -0.2 0.2 0.0
C 4.33118 -1.94713 0.91857 -0.1 -0.1 -0.1
N 3.70870 -1.36513 1.95326 0.0 0.0 -0.1
C 2.67314 -0.51929 1.81276 0.0 0.2 -0.3
C 2.18041 -0.20047 0.55908 0.2 -0.1 -0.1
C 1.00655 0.73782 0.40597 0.0 -0.4 0.3
C 0.45385 1.26393 1.73414 -0.4 0.2 -0.7
C -1.03481 1.66998 1.61062 0.0 -0.1 0.0
C -1.96595 0.72544 2.33251 -0.1 0.0 0.1
C -1.97928 -0.63432 2.01343 0.0 0.2 0.1
C -2.82455 -1.51180 2.67398 0.0 0.1 0.1
C -3.66738 -1.04129 3.67439 0.0 0.1 0.0
C -3.67052 0.30921 3.99690 0.0 -0.1 -0.1
C -2.82569 1.18488 3.32698 0.1 -0.1 -0.2
H -1.12275 -1.16849 -2.56958 -0.1 0.0 0.1
H -1.12098 -1.18411 -4.31680 0.0 0.0 -0.1
H 1.97021 -2.66062 -2.39167 0.0 0.0 -0.1
H 0.68457 -1.87250 -1.49689 0.0 0.0 0.0
H 3.15122 -0.47093 -2.63720 0.0 -0.1 -0.1
H 1.74220 0.36384 -2.00607 -0.1 0.0 0.0
H 4.37218 -2.13752 -1.19207 0.0 0.0 0.0
H 5.16238 -2.61746 1.09703 0.0 0.1 0.1
H 4.02769 -1.55868 2.89269 0.0 0.0 0.1
H 2.28289 -0.10952 2.73053 0.1 -0.1 0.1
H 0.21446 0.21664 -0.14038 0.1 -0.1 -0.1
H 1.30742 1.57127 -0.23035 0.0 0.1 0.0
H 0.50955 0.49644 2.50034 0.1 0.0 0.2
H 1.05039 2.12697 2.01818 0.0 -0.1 0.4
H -1.17266 2.68060 1.99062 -0.1 0.0 0.0
H -1.33009 1.67385 0.55827 0.0 0.2 -0.1
H -1.33275 -0.99653 1.22186 0.0 -0.1 0.0
H -2.83845 -2.56067 2.41055 0.0 0.0 0.0
H -4.32555 -1.72263 4.19501 0.0 0.0 0.0
H -4.33605 0.68048 4.76429 0.0 0.0 0.0
H -2.83209 2.24228 3.56300 0.0 0.0 0.1
C 7.48832 -0.97854 -1.36254 0.0 0.0 0.0
S 7.56977 -2.76274 -1.15965 -0.1 0.1 -0.2
O 7.09911 -3.04515 0.23043 0.0 0.0 0.0
C 9.35856 -2.85551 -1.18254 0.1 -0.1 0.2
H 6.44103 -0.68387 -1.34091 0.0 0.0 0.0
H 8.02505 -0.49754 -0.54520 0.0 0.0 0.0
H 7.92342 -0.70448 -2.32303 0.0 0.0 0.0
H 9.76424 -2.23966 -0.38045 0.0 0.0 0.0
H 9.71738 -2.51567 -2.15314 0.0 0.0 0.0
H 9.63862 -3.89557 -1.03105 0.0 0.0 0.0
C 0.13500 1.85972 5.38083 0.0 -0.2 0.0
S 1.16198 3.32096 5.25230 -0.1 0.1 0.1
O 1.66049 3.35256 3.84691 0.1 0.0 -0.1
C 2.51520 2.70566 6.26120 0.1 -0.1 0.0
H -0.75247 2.03798 4.77783 0.0 0.0 0.0
H 0.67871 0.99028 4.99360 0.0 0.2 0.1
H -0.16207 1.71351 6.41957 0.0 0.0 0.0
H 2.88434 1.77457 5.82881 0.0 0.0 0.0
H 2.15682 2.55103 7.27938 0.0 0.0 0.0
H 3.30040 3.45859 6.25918 0.0 0.0 0.0
C -5.41249 0.25600 -3.03259 0.0 0.0 0.0
S -3.76162 -0.03200 -3.66889 -0.1 -0.1 0.0
O -2.80567 0.45584 -2.62473 0.0 0.0 0.1
C -3.80103 1.19105 -4.96615 0.1 0.1 0.0
H -5.56099 -0.40247 -2.17936 0.0 0.0 0.0
H -5.49962 1.29697 -2.72282 0.0 0.0 0.0
H -6.13949 0.02341 -3.80987 0.0 0.0 0.0
H -4.00888 2.18033 -4.56213 0.0 0.0 0.0
H -4.56428 0.91904 -5.69494 0.0 0.0 0.0
H -2.82065 1.18761 -5.44232 0.0 0.0 0.0
C -3.76586 6.08571 -4.57817 0.0 0.0 0.0
S -4.68669 5.55476 -6.02582 0.0 0.0 0.0
O -4.71477 4.06757 -5.98865 0.0 -0.1 0.1
C -3.43360 6.00925 -7.22804 0.1 0.0 0.0
H -4.36296 5.84199 -3.70211 0.0 0.0 0.0
H -2.81494 5.55440 -4.54080 0.0 0.0 0.0
H -3.60671 7.16277 -4.62569 0.0 0.0 0.0
H -2.50766 5.48125 -7.00112 0.0 0.0 0.0
H -3.28296 7.08836 -7.20299 0.0 0.0 0.0
H -3.79861 5.71247 -8.20864 0.0 0.0 0.0
C 2.18416 -1.39184 7.41052 0.0 0.0 0.1
S 2.93598 -1.60957 5.80046 -0.1 -0.1 0.2
O 2.07810 -0.85362 4.83228 0.2 -0.1 -0.2
C 2.51067 -3.34276 5.61087 0.0 0.0 0.0
H 2.30256 -0.34752 7.69164 0.0 0.0 0.0
H 1.12623 -1.64534 7.34954 0.0 0.0 0.0
H 2.69581 -2.02637 8.13329 0.0 0.0 0.0
H 1.42963 -3.45865 5.68097 0.0 0.0 0.0
H 3.01393 -3.92216 6.38415 0.0 0.0 0.0
H 2.85382 -3.67110 4.63143 0.0 0.0 0.0
C -1.37870 7.18134 8.42817 0.0 0.0 0.0
S -2.30175 6.33116 7.14381 0.0 0.0 0.0
O -1.95406 4.88844 7.24635 0.1 -0.1 0.0
C -1.35841 6.99062 5.76466 0.0 0.0 0.0
H -1.78372 6.86532 9.38685 0.0 0.0 0.0
H -0.32644 6.90611 8.35882 0.0 0.0 0.0
H -1.50556 8.25747 8.31248 0.0 0.0 0.0
H -0.30804 6.72588 5.88572 0.0 0.0 0.0
H -1.48422 8.07243 5.72439 0.0 0.0 0.0
H -1.75043 6.54164 4.85470 0.0 0.0 0.0
C -2.06115 -0.62111 -9.10528 0.0 0.0 -0.1
S -1.51357 -0.47321 -7.40293 0.0 -0.1 0.0
O -1.00287 0.91101 -7.22252 0.0 0.0 0.0
C -0.08392 -1.54916 -7.55747 0.1 0.0 0.0
H -2.93221 0.01916 -9.22590 0.0 0.0 0.0
H -1.26266 -0.29225 -9.76988 0.0 0.0 0.0
H -2.33363 -1.65645 -9.30876 0.0 0.0 0.0
H 0.57950 -1.15823 -8.32866 0.0 0.0 0.0
H -0.41578 -2.55723 -7.80553 0.0 0.0 0.0
H 0.42707 -1.55717 -6.59618 0.0 0.0 0.0
C -2.19153 -6.47750 -1.96794 0.0 0.0 -0.1
S -3.18767 -7.69309 -1.09958 0.0 0.0 0.0
O -3.32236 -7.20136 0.29586 0.0 0.0 0.0
C -1.93715 -8.98332 -1.07557 0.1 0.0 0.0
H -2.78159 -5.56795 -2.04902 0.0 0.0 0.0
H -1.28638 -6.28074 -1.39456 0.0 0.0 0.0
H -1.94491 -6.84378 -2.96492 0.0 0.0 0.0
H -1.04399 -8.61071 -0.57428 0.0 0.0 0.0
H -1.71023 -9.28798 -2.09719 0.0 0.0 0.0
H -2.34731 -9.82631 -0.52414 0.0 0.0 0.0
```
Forces are in eV/Å.

---

No. 2
DFT (ωB97M-V with the def2-TZVPD basis set) results for a cluster of 10 separate species, C12H44O16 in total in a non-equilibrium geometry.

Summary:
HOMO energy = -0.3516 hartree
Structure (SMILES) = OCCO.OCCO.OCCO.OCCO.OCCO.OCCO.O.O.O.O
E_tot = -1687.193123 hartree
Kohn-Sham gap = 9.5 eV
LUMO level = 0.0 eV

```
72
Properties=species:S:1:pos:R:3:forces:R:3
O -1.29402 -3.68289 0.03805 -2.1 0.2 1.6
C -0.40148 -2.72182 -0.49008 -3.4 -0.5 -3.3
C 0.13118 -3.35686 -1.82270 2.1 0.6 2.8
O 1.14492 -4.36107 -1.51013 -1.2 -0.2 -0.6
H -2.16313 -3.19726 0.18921 1.7 -1.3 -0.1
H -1.10957 -1.92732 -0.77137 0.5 0.4 -0.8
H 0.14020 -2.18710 0.23258 2.1 -0.2 0.8
H 0.58346 -2.55630 -2.34698 1.2 0.8 -0.6
H -0.59641 -3.67675 -2.52635 -1.2 -0.7 0.1
H 0.71314 -5.24382 -1.51370 0.3 1.0 0.1
O -3.15149 -1.69724 2.94270 -0.2 2.1 -1.0
C -1.89344 -2.19503 3.25780 -0.3 -0.8 -0.6
C -0.82991 -1.16177 2.82470 -2.9 0.5 1.3
O 0.39276 -1.60849 3.18612 3.2 -1.5 -1.7
H -3.79680 -2.35766 2.85848 -1.2 -1.3 -0.1
H -1.92894 -2.20336 4.30886 1.0 -0.4 1.7
H -1.85074 -3.25573 2.91556 0.9 0.8 -0.2
H -1.02589 -0.29755 3.49277 -0.2 0.0 -0.7
H -0.88516 -0.86378 1.78255 -0.2 0.1 -0.2
H 0.71003 -2.00245 2.33311 0.2 0.1 1.5
O 3.37222 3.47074 5.95629 1.2 0.7 -2.9
C 2.16285 2.98134 5.42830 0.3 -1.2 2.3
C 2.09000 1.46249 5.53125 1.8 -0.6 0.2
O 1.36464 0.94107 4.45568 1.1 -1.3 -1.5
H 3.45243 3.38869 6.87556 -0.3 -0.3 1.9
H 1.44775 3.27138 6.15545 -1.5 1.0 0.0
H 1.95135 3.33031 4.43286 0.3 0.2 -0.3
H 1.60521 1.09018 6.41958 -0.3 0.4 0.7
H 3.13050 0.98506 5.59066 -1.1 0.9 -0.3
H 2.06274 0.38208 4.03949 -1.7 0.3 -0.2
O 1.95925 0.95121 -3.61902 0.6 2.0 -0.5
C 1.45952 1.51756 -4.84568 1.8 -0.1 1.2
C 1.65739 0.57260 -5.94873 0.9 -0.9 1.8
O 0.81311 -0.49815 -5.62464 -1.5 -1.0 -1.0
H 1.55746 0.11118 -3.59847 -0.8 -1.6 0.6
H 0.50160 1.90717 -4.70539 -2.2 -0.2 0.0
H 1.98459 2.38428 -5.07137 1.7 1.7 0.0
H 2.68256 0.16345 -5.92989 -0.1 0.7 -0.3
H 1.44578 1.08073 -6.84036 -0.6 0.0 -1.7
H 1.28308 -1.15266 -5.12489 0.6 -0.6 0.0
O 0.66423 1.12298 1.08221 -2.9 -2.2 -1.7
C 0.54153 1.98543 -0.01317 -1.0 -0.9 -0.3
C -0.56909 1.36165 -0.92730 -0.1 1.9 1.2
O -0.37895 1.92255 -2.18653 -3.3 0.4 -0.8
H 1.29523 1.45126 1.62571 3.1 1.8 2.9
H 0.19679 2.97893 0.31452 0.3 -0.1 -0.3
H 1.54025 2.02070 -0.50641 -0.8 0.3 -0.2
H -1.62026 1.56159 -0.50230 1.5 0.4 -0.8
H -0.58630 0.30555 -0.99400 0.8 -1.4 0.2
H 0.51152 2.03950 -2.40181 2.3 -0.1 -0.2
O -1.30188 -1.59961 -4.21211 1.4 -0.9 -0.1
C -2.31830 -0.70075 -3.97938 -0.7 0.8 -0.4
C -3.61897 -1.26038 -4.57014 3.0 -2.4 1.2
O -4.58364 -0.35137 -4.57717 -2.6 2.5 -0.8
H -0.59231 -1.07404 -4.59045 0.2 -0.2 -0.3
H -2.40882 -0.54375 -2.92539 -0.4 0.2 0.9
H -2.04303 0.29435 -4.38743 -0.5 -0.3 -0.1
H -3.89712 -2.13673 -3.95530 -0.2 0.5 0.0
H -3.36628 -1.72990 -5.51252 0.0 0.2 -0.8
H -4.36817 0.31029 -5.25906 -0.3 -0.3 0.5
O -1.32919 2.55625 3.63506 0.2 -0.1 0.0
H -1.48832 2.18888 4.49502 -1.3 0.0 1.0
H -0.45140 2.18664 3.61611 1.2 -0.1 -1.1
O -3.44476 0.91631 2.19645 -1.3 1.4 -0.7
H -2.99329 0.13190 2.35283 0.0 -3.4 0.4
H -2.65950 1.41699 2.29209 1.0 2.4 0.2
O 3.13055 2.39331 1.83280 -0.9 2.0 -0.7
H 3.63441 3.04905 1.31327 -0.4 -0.5 0.4
H 3.71916 1.69177 1.97679 1.4 -1.5 0.3
O 2.78460 -0.97298 0.28258 0.4 -0.5 0.4
H 2.34263 -0.13537 0.30266 -0.7 1.0 -0.4
H 2.78592 -1.16749 1.22449 0.2 -0.5 0.1
```
Forces are in eV/Å.

---

No. 3
DFT (ωB97M-V with the def2-TZVPD basis set) results for a cluster of 2 separate species, C2H5F2N2P in total in a non-equilibrium geometry.

Summary:
HOMO energy (spin up / spin down) = -0.3483 / -0.3357 hartree
E_tot = -729.731410 hartree
Kohn-Sham gap (spin up / spin down) = 8.1 / 8.2 eV
LUMO level (spin up / spin down) = -1.4 / -1.0 eV

```
12
Properties=species:S:1:pos:R:3:forces:R:3
C -2.63858 0.97050 0.33291 0.3 0.3 -1.1
C 2.45899 0.14434 -0.03567 -3.0 2.2 0.5
N -1.63768 1.07301 -0.40640 1.4 -1.3 -0.8
N 1.47924 -0.84207 -0.45684 -1.7 0.4 -0.2
F -0.64985 -1.61443 0.91081 0.2 1.0 0.0
F -0.69248 -1.95961 -1.32597 0.8 2.1 0.5
P -0.05328 -0.79824 -0.34765 -1.7 -2.1 -0.1
H -3.46961 1.62771 -0.01600 0.3 -0.3 0.9
H -2.69734 0.26411 1.13020 -0.5 -0.5 0.6
H 3.29142 -0.47059 0.08635 2.0 -0.1 0.3
H 2.10789 0.65053 0.96134 1.1 -0.9 -1.7
H 2.50128 0.95475 -0.83309 0.6 -1.0 1.1
```
Forces are in eV/Å.

---

No. 4
DFT (ωB97M-V with the def2-TZVPD basis set) results for a cluster of 2 separate species, C3Cl3FO in total in a non-equilibrium geometry.

Summary:
HOMO energy = -0.3340 hartree
E_tot = -1669.836951 hartree
Kohn-Sham gap = 8.5 eV
LUMO level = -0.6 eV

```
8
Properties=species:S:1:pos:R:3:forces:R:3
C -0.94327 0.40408 0.01779 -0.8 0.9 -0.5
C 1.24167 0.04787 -0.87058 0.2 -2.3 -0.9
C -0.93440 -0.63593 0.82901 0.6 -0.7 0.1
O -0.69579 -1.59658 1.41316 -0.2 -0.1 0.3
F 1.49476 -1.31931 -0.69721 -0.4 2.2 0.0
Cl -0.67474 1.97703 0.67858 -0.2 -0.1 -0.1
Cl 2.35449 0.88359 0.09513 0.5 0.0 0.6
Cl -1.84273 0.23925 -1.46589 0.3 0.1 0.5
```
Forces are in eV/Å.